59
Properties=species:S:1:pos:R:3 method="wB97M-V/def2-TZVPD" total_charge=+1 gap_ev="6.7 / 5.5" multiplicity=3
Ni 0.39178 0.06620 -0.03197
S -1.31582 -1.56186 -0.52968
C -2.27460 -0.37971 -1.31668
N -3.20830 -0.81463 -2.14796
N -4.14218 -0.05010 -2.62853
C -4.74656 1.10610 -2.10020
C -4.70429 1.39958 -0.73746
C -5.41718 2.47636 -0.24599
C -6.16725 3.27387 -1.10141
C -6.19045 2.99246 -2.45957
C -5.49106 1.90922 -2.96131
N -2.08505 0.98326 -1.20355
N -1.04206 1.38765 -0.64995
C -0.77642 2.76221 -0.77471
C 0.40284 3.23538 -0.19481
C 0.76151 4.56257 -0.32986
C -0.06522 5.42922 -1.03297
C -1.25085 4.96754 -1.59308
C -1.61325 3.64082 -1.47003
H -4.58226 -0.45146 -3.44403
H -4.14656 0.76344 -0.06428
H -5.39588 2.68643 0.81484
H -6.73654 4.10516 -0.70884
H -6.76012 3.61825 -3.13307
H -5.51423 1.68645 -4.02193
H 1.02299 2.52926 0.34749
H 1.68161 4.92428 0.10867
H 0.21683 6.46753 -1.14632
H -1.89599 5.64929 -2.13088
H -2.52456 3.26170 -1.91106
C 5.17607 0.12547 -0.58248
C 4.08382 -0.05862 -1.62660
S 2.49962 -0.39798 -0.77683
O 1.42113 -0.02023 -1.76617
C 2.52713 -2.22057 -0.72561
C 2.35503 -2.85758 -2.09143
H 6.11257 0.41477 -1.05658
H 5.35586 -0.79648 -0.02712
H 4.90075 0.90627 0.12718
H 4.28620 -0.87360 -2.31980
H 3.88992 0.85350 -2.18939
H 1.68520 -2.46859 -0.07926
H 3.45659 -2.50571 -0.22674
H 1.52769 -2.38615 -2.62213
H 2.11959 -3.91405 -1.97147
H 3.25349 -2.77974 -2.70239
C -0.80557 0.61131 3.17566
P 0.52007 -0.16159 2.18860
C 0.46019 -1.89585 2.76915
C 2.01944 0.43858 3.05313
H -0.62949 0.44997 4.23933
H -1.76459 0.17666 2.89307
H -0.83791 1.68057 2.96545
H 0.39807 -1.91833 3.85764
H 1.35981 -2.42546 2.45403
H -0.40853 -2.39868 2.34496
H 2.02705 0.06998 4.07932
H 2.03105 1.52894 3.06964
H 2.92046 0.09275 2.54578